Entry 1:
63
Properties=species:S:1:pos:R:3 method="wB97M-V/def2-TZVPD" multiplicity=1 gap_ev=8.271 e_homo_ev=-11.04 e_lumo_ev=-2.771 e_tot_ev=-45840.4044 charge=+1 e_above_lowest_ev=0.032
C -2.11 4.03 -0.27
C -1.99 3.57 -1.72
N -1.34 2.27 -1.88
C -1.03 2.01 -3.30
C 0.06 0.97 -3.50
H 0.16 0.76 -4.56
H -0.17 0.03 -3.00
H 1.02 1.32 -3.13
H -1.94 1.71 -3.84
H -0.68 2.95 -3.74
C -2.10 1.17 -1.29
H -3.16 1.44 -1.21
H -2.04 0.30 -1.95
C -1.62 0.76 0.11
N -0.39 -0.03 0.15
C -0.32 -1.34 0.66
O 0.78 -1.76 0.96
C -1.54 -2.12 0.82
C -1.65 -2.90 1.98
C -2.75 -3.71 2.18
C -3.75 -3.78 1.20
C -3.62 -3.04 0.03
C -2.53 -2.21 -0.16
H -2.42 -1.68 -1.10
H -4.37 -3.12 -0.74
C -4.89 -4.69 1.48
C -4.37 -6.08 1.89
C -3.23 -6.01 2.92
C -2.93 -4.57 3.38
H -2.05 -4.56 4.01
H -3.78 -4.20 3.96
H -3.47 -6.62 3.79
H -2.32 -6.41 2.48
H -4.02 -6.59 0.99
H -5.21 -6.65 2.29
H -5.48 -4.27 2.30
H -5.55 -4.78 0.61
H -0.86 -2.85 2.71
C 0.80 0.62 -0.01
N 0.86 1.83 -0.53
C 2.15 2.32 -0.61
C 2.55 3.55 -1.12
C 3.89 3.87 -1.11
C 4.84 2.97 -0.59
C 4.44 1.74 -0.09
C 3.09 1.42 -0.10
S 2.31 -0.05 0.46
H 5.17 1.06 0.30
O 6.16 3.21 -0.55
C 6.68 4.44 -1.03
H 7.75 4.38 -0.88
H 6.47 4.56 -2.10
H 6.27 5.29 -0.48
H 4.20 4.82 -1.50
H 1.82 4.25 -1.51
H -1.46 1.64 0.73
H -2.40 0.15 0.58
H 0.01 2.23 -1.06
H -1.39 4.31 -2.26
H -2.99 3.56 -2.18
H -2.81 3.41 0.29
H -1.14 4.02 0.22
H -2.49 5.05 -0.26

***

Entry 2:
9
Properties=species:S:1:pos:R:3 method="wB97M-V/def2-TZVPD" multiplicity=1 gap_ev="8.069 / 8.349" e_homo_ev="-8.55 / -8.76" e_lumo_ev="-0.483 / -0.412" e_tot_ev=-143255.7003 e_above_lowest_ev=4.026
C 0.61 -1.19 0.75
C 1.10 -0.10 0.27
C -0.77 1.50 -0.65
Br 2.67 0.74 0.02
Br -2.16 0.54 0.22
H 1.17 -1.85 1.51
H -0.55 -1.19 0.89
H -0.78 2.50 -0.16
H -0.91 1.53 -1.76

***

Entry 3:
30
Properties=species:S:1:pos:R:3 method="wB97M-V/def2-TZVPD" multiplicity=1 gap_ev=8.934 e_homo_ev=-8.56 e_lumo_ev=0.373 e_tot_ev=-31779.7429 e_above_lowest_ev=2.713
C -1.58 0.03 -0.87
C 2.40 1.76 0.74
C 0.09 2.75 0.32
C 0.38 -2.43 -0.78
C 2.50 -1.77 0.49
C -2.78 -0.69 -0.17
C 1.07 1.59 -0.02
C 1.26 -1.27 -0.37
C -3.99 0.13 0.15
O -1.53 0.37 -2.04
F -2.23 -1.22 0.98
F -5.01 -0.65 0.50
F -3.93 0.97 1.17
F -4.39 0.80 -0.95
P 0.32 -0.05 0.71
H 2.97 2.64 0.45
H 2.40 1.65 1.89
H 3.22 1.05 0.29
H -0.59 3.16 -0.44
H 0.66 3.61 0.59
H -0.41 2.52 1.16
H -0.26 -2.83 0.01
H -0.16 -2.20 -1.71
H 0.97 -3.25 -1.11
H 3.24 -1.04 0.98
H 3.24 -2.34 -0.17
H 2.28 -2.50 1.30
H -3.10 -1.50 -0.94
H 1.33 1.38 -1.04
H 1.65 -0.67 -1.15

***

Entry 4:
119
Properties=species:S:1:pos:R:3 method="wB97M-V/def2-TZVPD" multiplicity=1 gap_ev=5.837 e_homo_ev=-15.03 e_lumo_ev=-9.188 e_tot_ev=-97933.1589 charge=+3 e_above_lowest_ev=0.707
Ta -0.33 -0.51 -0.04
C -0.43 0.32 -4.61
C -0.02 0.22 -3.28
N -0.84 -0.11 -2.29
C -2.16 -0.33 -2.60
C -2.65 -0.28 -3.91
C -1.74 0.07 -4.93
C -4.01 -0.60 -4.15
C -4.81 -0.96 -3.10
C -4.31 -0.99 -1.78
C -3.01 -0.65 -1.53
N -2.34 -0.64 -0.30
C -3.03 -0.45 0.92
C -4.23 0.21 1.07
C -4.83 0.33 2.34
C -4.24 -0.21 3.45
C -2.99 -0.85 3.33
C -2.30 -1.45 4.41
C -1.08 -2.03 4.21
C -0.50 -1.98 2.94
N -1.11 -1.44 1.90
C -2.37 -0.93 2.07
H 0.30 0.58 -5.37
H 1.01 0.40 -3.03
H -2.08 0.13 -5.96
H -4.39 -0.57 -5.16
H -5.84 -1.24 -3.27
H -4.95 -1.32 -0.97
H -4.73 0.63 0.21
H -5.79 0.83 2.42
H -4.73 -0.17 4.42
H -2.75 -1.44 5.40
H -0.54 -2.51 5.02
H 0.50 -2.38 2.77
S -0.85 2.06 -0.24
C -0.90 2.58 1.37
N -1.72 3.50 1.77
C -1.71 3.94 3.19
C -0.30 3.97 3.68
N 0.31 2.64 3.48
C 1.30 2.21 4.51
C 2.62 2.93 4.34
C 3.65 2.36 3.60
C 4.85 3.05 3.44
C 5.02 4.30 4.02
C 3.99 4.87 4.76
C 2.80 4.18 4.93
C 0.09 2.00 2.37
S 0.96 0.62 1.94
C -2.69 4.16 0.86
C -2.05 5.27 0.06
C -2.03 5.19 -1.32
C -1.46 6.21 -2.08
C -0.89 7.31 -1.44
C -0.91 7.39 -0.06
C -1.50 6.38 0.69
H -2.33 3.26 3.77
H -2.15 4.93 3.24
H -0.27 4.21 4.74
H 0.30 4.71 3.15
H 1.43 1.13 4.42
H 0.85 2.43 5.47
H 3.53 1.37 3.18
H 5.66 2.59 2.88
H 5.95 4.83 3.89
H 4.13 5.83 5.24
H 2.02 4.62 5.55
H -3.50 4.52 1.49
H -3.09 3.40 0.19
H -2.48 4.34 -1.82
H -1.47 6.15 -3.16
H -0.45 8.10 -2.03
H -0.50 8.26 0.44
H -1.54 6.49 1.78
C 1.66 -0.77 -0.87
Si 2.27 -2.47 -1.39
C 1.01 -3.53 -0.48
N -0.39 -3.03 -0.63
C -0.81 -3.29 -2.06
C -2.22 -3.84 -2.20
C -2.32 -5.22 -1.55
C -1.56 -5.22 -0.20
C -1.29 -3.81 0.29
C 3.93 -2.83 -0.68
C 4.11 -3.03 0.69
C 5.36 -3.30 1.22
C 6.46 -3.37 0.38
C 6.31 -3.16 -0.99
C 5.05 -2.90 -1.51
C 2.29 -2.60 -3.24
C 1.99 -3.79 -3.92
C 2.12 -3.88 -5.30
C 2.60 -2.80 -6.02
C 2.95 -1.62 -5.37
C 2.79 -1.53 -3.99
H 1.93 -0.04 -1.64
H 2.29 -0.50 0.01
H 1.28 -3.49 0.58
H 1.08 -4.58 -0.78
H -0.14 -4.04 -2.47
H -0.66 -2.40 -2.65
H -2.46 -3.90 -3.26
H -2.95 -3.16 -1.76
H -1.88 -5.96 -2.21
H -3.36 -5.49 -1.41
H -0.62 -5.77 -0.29
H -2.13 -5.74 0.57
H -0.80 -3.85 1.26
H -2.23 -3.27 0.40
H 3.26 -2.99 1.37
H 5.48 -3.47 2.28
H 7.44 -3.59 0.79
H 7.17 -3.22 -1.64
H 4.94 -2.76 -2.58
H 1.66 -4.67 -3.37
H 1.88 -4.81 -5.81
H 2.73 -2.87 -7.10
H 3.36 -0.79 -5.92
H 3.11 -0.62 -3.49

***

Entry 5:
102
Properties=species:S:1:pos:R:3 method="wB97M-V/def2-TZVPD" multiplicity=1 gap_ev=8.865 e_homo_ev=-8.49 e_lumo_ev=0.376 e_tot_ev=-139697.6069 smiles="C#CC[C@@]1(CCCI)C(=O)O[C@](C)(P(O)Br)[C@@]1(C#C)CNC.CCCC#N.CCCC#N.CCCC#N.CCCC#N.CCCC#N"
C -0.18 -2.35 1.51
C 0.13 -2.29 0.36
C 0.33 -2.26 -1.11
C -0.40 -1.05 -1.73
C -1.74 -0.62 -1.11
C -2.94 -1.54 -1.49
C -4.00 -1.49 -0.34
I -3.64 -3.15 1.01
C 0.56 0.12 -1.30
O 0.44 0.89 -0.43
O 1.61 0.02 -2.22
C 1.09 -0.23 -3.51
C 2.06 -1.02 -4.40
P 1.23 1.51 -4.28
O 0.49 1.46 -5.77
Br -0.02 2.98 -3.10
C -0.32 -0.88 -3.30
C -1.39 -0.06 -3.92
C -2.21 0.71 -4.32
C -0.59 -2.31 -3.86
N -1.31 -2.34 -5.15
C -1.09 -3.72 -5.69
H -0.41 -2.62 2.52
H 1.41 -2.24 -1.26
H -0.01 -3.24 -1.47
H -1.69 -0.60 -0.02
H -2.01 0.40 -1.41
H -2.64 -2.59 -1.56
H -3.40 -1.19 -2.42
H -3.94 -0.53 0.19
H -5.03 -1.62 -0.70
H 1.52 -1.40 -5.28
H 2.82 -0.34 -4.80
H 2.53 -1.85 -3.85
H 0.23 0.55 -5.96
H -2.87 1.50 -4.57
H 0.32 -2.90 -4.02
H -1.18 -2.90 -3.14
H -2.31 -2.34 -4.96
H -1.80 -3.88 -6.51
H -0.05 -3.89 -5.97
H -1.40 -4.39 -4.86
C 1.04 3.23 1.74
C 2.21 3.59 2.66
C 2.51 2.50 3.69
C 1.35 2.27 4.57
N 0.44 2.11 5.25
H 0.11 3.11 2.31
H 0.88 4.02 1.01
H 1.23 2.30 1.21
H 1.99 4.53 3.17
H 3.09 3.75 2.05
H 3.36 2.79 4.31
H 2.76 1.56 3.19
C 1.50 8.35 3.47
C 1.41 9.09 2.14
C 1.14 8.16 0.96
C 2.23 7.18 0.82
N 3.07 6.41 0.71
H 2.34 7.64 3.48
H 1.67 9.05 4.29
H 0.58 7.80 3.68
H 2.34 9.64 1.97
H 0.61 9.83 2.20
H 1.07 8.73 0.03
H 0.20 7.62 1.10
C 4.47 -1.83 5.43
C 3.73 -1.30 4.21
C 2.21 -1.24 4.42
C 1.68 -2.58 4.70
N 1.25 -3.63 4.90
H 4.18 -2.86 5.67
H 5.55 -1.84 5.25
H 4.28 -1.21 6.31
H 3.95 -1.94 3.35
H 4.10 -0.30 3.98
H 1.72 -0.84 3.53
H 1.97 -0.58 5.26
C -3.94 3.71 1.94
C -3.88 3.22 3.39
C -2.62 2.40 3.68
C -2.57 1.21 2.83
N -2.54 0.27 2.16
H -3.98 2.88 1.24
H -4.84 4.32 1.78
H -3.07 4.33 1.70
H -4.77 2.62 3.60
H -3.91 4.08 4.06
H -2.61 2.09 4.73
H -1.73 3.00 3.51
C -1.01 -9.09 -2.52
C -0.31 -8.46 -3.72
C 0.14 -7.03 -3.46
C -1.01 -6.17 -3.15
N -1.91 -5.50 -2.90
H -1.92 -8.55 -2.26
H -1.29 -10.12 -2.74
H -0.36 -9.10 -1.65
H -0.99 -8.49 -4.58
H 0.56 -9.07 -3.99
H 0.65 -6.62 -4.35
H 0.84 -6.99 -2.63

***

Entry 6:
18
Properties=species:S:1:pos:R:3 method="wB97M-V/def2-TZVPD" multiplicity=1 gap_ev="7.909 / 8.052" e_homo_ev="-8.15 / -8.13" e_lumo_ev="-0.240 / -0.075" e_tot_ev=-8789.9598 e_above_lowest_ev=7.659
C -0.15 -1.74 0.95
C -0.82 0.91 -1.72
C -1.06 0.16 1.56
N 0.09 0.40 -0.71
N 0.55 -1.70 -0.16
C 2.25 0.90 -0.25
N 1.03 1.25 -0.41
H -0.03 -1.94 -0.97
H -1.14 -2.21 0.97
H 0.42 -1.74 1.88
H -0.33 0.99 -2.70
H -1.16 1.92 -1.44
H -1.68 0.25 -1.78
H 2.60 -0.10 -0.50
H 2.95 1.64 0.13
H -1.83 0.61 0.94
H -0.21 0.78 1.79
H -1.47 -0.39 2.41